The following is a DFT calculation (ωB97M-V/def2-TZVPD) of a gas-phase ion, C5H8NO (charge +1).

ORCA input file:
```
! wB97M-V def2-TZVPD RIJCOSX def2/J DEFGRID3
* xyz 1 1
C -0.565 0.885 1.727
C 0.054 0.355 -1.197
C 1.132 0.701 -0.181
C -0.540 -1.075 -0.948
C -0.542 -0.548 1.476
N 0.405 0.434 1.035
O -1.387 -1.070 0.171
H -0.935 1.743 2.031
H -0.731 1.088 -1.088
H 0.430 0.410 -2.162
H 2.046 -0.042 -0.286
H 1.440 1.740 -0.177
H -1.042 -1.668 -1.717
H 0.385 -1.607 -0.864
H -0.148 -1.348 2.183
*
```

Its energy relative to the best compared isomer or geometry (same formula, charge and spin) is 400.3 kJ/mol. For the HOMO-LUMO gap, the calculation gives 9.1 eV. For the molar mass, the calculation gives 98.125 g/mol. Its max |F| is 5.7 eV/A. Its LUMO energy is -5.82 eV. For the total energy, the calculation gives -324.88649 hartree.

***

The following is a DFT calculation (ωB97M-V/def2-TZVPD) of a gas-phase ion, C5H8NO (charge +1).

ORCA input file:
```
! wB97M-V def2-TZVPD RIJCOSX def2/J DEFGRID3
* xyz 1 1
C -1.561 -0.793 -0.152
C -0.393 0.399 -2.115
C -1.155 0.543 0.420
C 0.930 0.045 1.341
C 2.143 0.501 1.576
N -1.000 0.184 -1.016
O -0.109 0.857 1.137
H -2.635 -0.835 -0.043
H -0.165 1.294 -2.564
H -0.252 -0.542 -2.658
H -1.757 1.439 0.497
H 0.666 -0.949 1.378
H -0.961 -1.601 0.278
H 2.707 1.403 1.597
H 2.709 -0.386 1.810
*
```

Its energy relative to the best compared isomer or geometry (same formula, charge and spin) is 380.5 kJ/mol. For the HOMO-LUMO gap, the calculation gives 8.2 eV. For the molar mass, the calculation gives 98.125 g/mol. Its max |F| is 4.8 eV/A. Its LUMO energy is -5.42 eV. For the total energy, the calculation gives -324.89402 hartree.

***

The following is a DFT calculation (ωB97M-V/def2-TZVPD) of a gas-phase ion, C5H8NO (charge +1).

ORCA input file:
```
! wB97M-V def2-TZVPD RIJCOSX def2/J DEFGRID3
* xyz 1 1
C -0.449 -0.123 1.030
C 0.581 0.707 0.648
C -1.280 -1.091 0.370
C 0.854 0.817 -0.726
C -0.687 -2.440 0.629
N 1.669 1.700 -1.195
O 0.451 -2.773 0.796
H -0.518 -0.309 2.109
H 1.145 1.391 1.350
H -2.342 -1.119 0.850
H -1.354 -1.037 -0.640
H 0.752 -0.100 -1.273
H -1.360 -3.339 0.861
H 1.851 2.434 -0.620
H 2.079 1.779 -2.118
*
```

Its energy relative to the best compared isomer or geometry (same formula, charge and spin) is 147.4 kJ/mol. For the HOMO-LUMO gap, the calculation gives 8.1 eV. For the molar mass, the calculation gives 98.125 g/mol. Its max |F| is 4.6 eV/A. Its LUMO energy is -5.64 eV. For the total energy, the calculation gives -324.98281 hartree.

***

The following is a DFT calculation (ωB97M-V/def2-TZVPD) of a gas-phase ion, C5H8NO (charge +1).

ORCA input file:
```
! wB97M-V def2-TZVPD RIJCOSX def2/J DEFGRID3
* xyz 1 1
C -0.594 0.232 -1.034
C -1.124 0.305 -2.193
C 0.730 -0.587 1.141
C 0.847 -1.914 0.522
C -0.187 1.711 0.761
N -0.089 0.410 0.114
O 1.054 -0.096 2.143
H -0.529 0.560 -3.060
H -2.167 0.103 -2.387
H 0.320 -2.651 1.132
H 1.895 -2.219 0.511
H 0.451 -1.945 -0.491
H -0.652 2.452 0.118
H 0.814 2.036 1.046
H -0.769 1.600 1.677
*
```

Its energy relative to the best compared isomer or geometry (same formula, charge and spin) is 131.5 kJ/mol. For the HOMO-LUMO gap, the calculation gives 10.8 eV. For the molar mass, the calculation gives 98.125 g/mol. Its max |F| is 2.3 eV/A. Its LUMO energy is -4.78 eV. For the total energy, the calculation gives -324.98886 hartree.

***

The following is a DFT calculation (ωB97M-V/def2-TZVPD) of a gas-phase ion, C5H8NO (charge +1).

ORCA input file:
```
! wB97M-V def2-TZVPD RIJCOSX def2/J DEFGRID3
* xyz 1 3
C 0.324 1.174 -0.163
C 0.563 2.377 -0.693
C 1.113 -0.800 0.269
C -0.153 -0.201 -0.162
C -1.500 -0.686 -0.272
N 0.626 0.379 0.984
O 0.832 -1.996 1.154
H 1.145 2.931 -0.020
H 0.458 2.493 -1.786
H 2.124 -0.733 -0.163
H -1.578 -1.604 -0.746
H -1.982 0.242 -0.534
H -1.852 -0.983 0.743
H 0.391 0.397 2.040
H 1.542 -2.542 1.164
*
```

Its energy relative to the best compared isomer or geometry (same formula, charge and spin) is 379.3 kJ/mol. For the HOMO-LUMO gap (alpha / beta), the calculation gives 7.7 / 8.8 eV. For the molar mass, the calculation gives 98.125 g/mol. Its max |F| is 9.8 eV/A. Its LUMO energy (alpha / beta) is -3.01 / -7.26 eV. For the total energy, the calculation gives -324.73990 hartree.

***

The following is a DFT calculation (ωB97M-V/def2-TZVPD) of 2 unconnected molecules or ions with the total composition C5H8NOS.

ORCA input file:
```
! wB97M-V def2-TZVPD RIJCOSX def2/J DEFGRID3
* xyz 1 1
C -0.716 -3.067 -0.637
C -0.657 -0.956 -0.525
C 1.063 0.854 1.406
C 0.050 2.032 -0.467
C -0.143 1.197 0.713
N -0.740 -2.087 0.194
O -0.595 -2.828 -1.948
S -0.557 -1.218 -2.254
H -0.861 -4.045 -0.445
H 1.798 1.717 1.463
H 1.556 -0.061 1.093
H 0.788 0.528 2.427
H -0.829 1.993 -1.075
H 0.833 1.661 -1.036
H 0.139 3.137 -0.200
H -1.128 1.144 1.292
*
```

Its energy relative to the best compared isomer or geometry (same formula, charge and spin) is 447.4 kJ/mol. For the HOMO-LUMO gap, the calculation gives 8.7 eV. For the molar mass, the calculation gives 130.192 g/mol. Its max |F| is 3.4 eV/A. Its LUMO energy is -5.12 eV. For the total energy, the calculation gives -723.08496 hartree.

***

The following is a DFT calculation (ωB97M-V/def2-TZVPD) of a molecular structure, C5H8NiO4.

ORCA input file:
```
! wB97M-V def2-TZVPD RIJCOSX def2/J DEFGRID3
* xyz -1 4
O 2.092 0.382 0.365
C 1.825 2.604 -0.405
O 2.314 3.514 0.214
C -2.245 0.814 0.007
O -1.340 1.853 -0.114
C -1.602 -0.520 -0.358
O -0.386 -0.606 0.376
C 0.621 -1.453 -0.160
C 1.947 -0.996 0.437
Ni 0.388 1.348 0.590
H -3.130 0.937 -0.651
H -2.645 0.729 1.042
H -1.366 -0.536 -1.436
H -2.253 -1.378 -0.123
H 0.639 -1.341 -1.257
H 0.406 -2.508 0.076
H 2.758 -1.524 -0.101
H 1.978 -1.319 1.498
*
```

For the HOMO-LUMO gap (alpha / beta), the calculation gives 4.0 / 8.4 eV. For the molar mass, the calculation gives 190.808 g/mol. Its max |F| is 3.4 eV/A. Its LUMO energy (alpha / beta) is 3.67 / 3.64 eV. For the total energy, the calculation gives -2004.49213 hartree.

***

The following is a DFT calculation (ωB97M-V/def2-TZVPD) of 2 unconnected molecules or ions with the total composition C5H8O.

ORCA input file:
```
! wB97M-V def2-TZVPD RIJCOSX def2/J DEFGRID3
* xyz 0 1
C 1.342 0.057 0.296
C 0.784 0.908 -0.796
O -0.079 0.310 -1.740
C -1.190 -0.095 -1.056
C -1.189 0.219 0.243
C 0.104 0.892 0.554
H -0.534 -2.321 1.047
H 1.229 -1.021 0.234
H 2.278 0.401 0.725
H 1.339 1.742 -1.210
H -1.924 -0.618 -1.657
H -0.425 -2.979 1.377
H -1.991 0.029 0.945
H 0.150 1.723 1.252
*
```

Its energy relative to the best compared isomer or geometry (same formula, charge and spin) is 268.5 kJ/mol. For the HOMO-LUMO gap, the calculation gives 9.6 eV. For the molar mass, the calculation gives 84.118 g/mol. Its max |F| is 0.3 eV/A. Its LUMO energy is 1.18 eV. For the total energy, the calculation gives -270.45562 hartree.

***

The following is a DFT calculation (ωB97M-V/def2-TZVPD) of C5H8O in the gas phase.

ORCA input file:
```
! wB97M-V def2-TZVPD RIJCOSX def2/J DEFGRID3
* xyz 0 1
O 1.775 -1.437 0.594
C 1.018 -0.621 -0.244
C -0.732 -0.886 -0.256
C -1.294 0.534 -0.235
C -0.124 1.409 0.134
C 1.071 0.823 0.093
H 1.625 -1.109 1.497
H 0.704 -1.019 -1.178
H -1.195 -1.481 -1.088
H -0.851 -1.467 0.648
H -1.675 0.835 -1.224
H -2.129 0.645 0.463
H -0.259 2.459 0.357
H 1.990 1.347 0.366
*
```

Its energy relative to the best compared isomer or geometry (same formula, charge and spin) is 249.7 kJ/mol. For the HOMO-LUMO gap, the calculation gives 9.5 eV. For the molar mass, the calculation gives 84.118 g/mol. Its max |F| is 3.5 eV/A. Its LUMO energy is 1.05 eV. For the total energy, the calculation gives -270.46279 hartree.

***

The following is a DFT calculation (ωB97M-V/def2-TZVPD) of a molecular structure, C5H8O.

ORCA input file:
```
! wB97M-V def2-TZVPD RIJCOSX def2/J DEFGRID3
* xyz 0 1
C -1.771 -1.710 -1.056
C -1.765 -0.538 -0.430
C 1.084 1.901 0.652
C 1.007 0.755 1.332
C 1.650 0.114 0.129
O 1.675 1.436 -0.502
H -1.639 -1.784 -2.133
H -1.912 -2.645 -0.519
H -1.898 -0.462 0.647
H -1.621 0.398 -0.965
H 0.651 0.422 2.294
H 0.840 2.953 0.763
H 2.668 -0.267 0.246
H 1.032 -0.571 -0.457
*
```

Its energy relative to the best compared isomer or geometry (same formula, charge and spin) is 314.2 kJ/mol. For the HOMO-LUMO gap, the calculation gives 10.1 eV. For the molar mass, the calculation gives 84.118 g/mol. Its max |F| is 0.4 eV/A. Its LUMO energy is 1.14 eV. For the total energy, the calculation gives -270.43822 hartree.

***

The following is a DFT calculation (ωB97M-V/def2-TZVPD) of C5H8O in the gas phase.

ORCA input file:
```
! wB97M-V def2-TZVPD RIJCOSX def2/J DEFGRID3
* xyz 0 1
C 2.248 0.690 -0.264
O 1.659 -0.601 -0.491
C 0.405 -0.866 -0.244
C -1.964 -0.722 0.471
C -0.670 -0.039 0.047
C -0.504 1.332 -0.216
H 1.961 1.384 -1.053
H 3.322 0.496 -0.244
H 1.892 1.100 0.682
H 0.252 -1.945 -0.324
H -2.706 -0.715 -0.337
H -1.816 -1.763 0.783
H -2.403 -0.194 1.324
H -1.507 1.804 -0.149
*
```

Its energy relative to the best compared isomer or geometry (same formula, charge and spin) is 430.9 kJ/mol. For the HOMO-LUMO gap, the calculation gives 7.7 eV. For the molar mass, the calculation gives 84.118 g/mol. Its max |F| is 0.4 eV/A. Its LUMO energy is -0.13 eV. For the total energy, the calculation gives -270.39377 hartree.

***

The following is a DFT calculation (ωB97M-V/def2-TZVPD) of 2 unconnected molecules or ions with the total composition C5H8O.

ORCA input file:
```
! wB97M-V def2-TZVPD RIJCOSX def2/J DEFGRID3
* xyz 0 1
C 1.082 -0.570 1.002
C 0.509 -1.560 -0.011
C -0.253 -0.395 0.427
C -1.428 0.208 0.504
C -0.064 1.572 -1.261
O 0.871 0.908 -1.635
H 1.905 0.055 0.668
H 1.143 -0.849 2.046
H 0.155 -2.529 0.327
H 0.961 -1.569 -0.993
H -1.616 0.957 1.271
H -2.282 -0.173 -0.051
H -0.961 1.669 -1.879
H -0.021 2.274 -0.415
*
```

Its energy relative to the best compared isomer or geometry (same formula, charge and spin) is 318.3 kJ/mol. For the HOMO-LUMO gap, the calculation gives 10.6 eV. For the molar mass, the calculation gives 84.118 g/mol. Its max |F| is 1.3 eV/A. Its LUMO energy is 1.02 eV. For the total energy, the calculation gives -270.43665 hartree.